This record from the OMol25 dataset describes a cluster of 2 separate species, C3H9O in total at a distorted geometry. The level of theory is wB97M-V/def2-TZVPD.

Atoms and positions in Å:
H1 -0.6857 0.3004 -0.5025
H2 1.8502 -0.4233 -2.0480
H3 1.1339 1.1673 -1.4581
C1 0.9446 0.1265 -1.7579
H4 1.1380 -1.5565 0.9098
H5 -0.4586 -1.3925 -0.7299
C2 0.1052 -0.4627 -0.6200
H6 0.3083 0.2151 -2.6500
H7 -1.8977 1.6414 1.6905
H8 0.0746 -0.2844 1.5649
O1 -1.7795 0.7012 1.5361
C3 0.7858 -0.5310 0.7368
H9 1.6207 0.1668 0.9011

Atoms 1-6, force components in eV/Å:
H 0.0 -0.5 0.3
H 0.0 0.2 0.2
H 0.5 -0.3 -0.1
C -0.7 -0.4 -0.3
H 0.4 0.1 0.1
H 0.4 -0.1 -0.8

Computed properties:
* total charge: -1
* energy relative to the best compared isomer or geometry (same formula, charge and spin): 34.4 kJ/mol
* HOMO-LUMO gap: 6.519 eV
* E_HOMO: -2.3 eV